Molecular formula: C25H34Cl3GeNO8W
Method: DFT, wB97M-V/def2-TZVPD

Calculated values
charge	+3
gap between HOMO and LUMO (alpha / beta)	4.6 / 4.2	eV
2S+1	2
E_LUMO (alpha / beta)	-0.4176 / -0.4291	hartree
highest occupied orbital energy (alpha / beta)	-15.95 / -15.91	eV
expectation value of S²	0.7645
relative energy (zero: lowest compared OMol25 entry of this formula, charge and spin)	2.055	eV

CARTESIAN COORDINATES (ANGSTROEM)
1 W 0.095 0.324 -0.344
2 Ge 1.172 -0.259 2.269
3 Cl 3.138 0.459 -0.519
4 Cl 0.449 -1.518 -4.710
5 Cl 5.772 -0.814 -5.013
6 O 0.768 -0.543 -2.039
7 O 1.058 -1.205 0.426
8 O -3.656 -1.256 -0.783
9 O 0.916 1.851 -1.385
10 O 0.806 1.423 1.056
11 O 1.174 3.193 -3.048
12 O -0.644 -0.391 2.214
13 O -1.549 -0.716 -0.234
14 N -1.322 1.125 -1.726
15 C 4.328 -0.198 -2.847
16 C -0.736 -0.968 4.584
17 C 0.128 2.667 1.582
18 C 1.248 -2.709 0.362
19 C -1.884 2.599 -3.537
20 C 3.154 -0.133 -2.140
21 C 0.281 2.687 3.094
22 C -1.531 -0.852 3.292
23 C -0.007 -3.338 -0.229
24 C -3.183 2.104 -3.543
25 C 1.942 -1.031 -4.029
26 C 0.401 2.417 -2.383
27 C 1.519 -3.169 1.785
28 C -2.552 0.565 -1.830
29 C 2.456 -3.029 -0.509
30 C -2.110 -2.206 2.893
31 C -3.521 1.053 -2.708
32 C -1.342 2.584 1.135
33 C -0.972 2.080 -2.623
34 C -2.660 0.162 3.433
35 C 1.916 -0.554 -2.696
36 C 4.318 -0.702 -4.152
37 C 3.120 -1.113 -4.736
38 C 0.836 3.879 0.990
39 C -2.618 -0.526 -0.923
40 H 2.437 -2.709 2.160
41 H -3.219 0.260 2.499
42 H -0.275 1.881 3.570
43 H -3.354 -0.175 4.202
44 H 2.254 -2.856 -1.563
45 H -2.494 -2.161 1.873
46 H -3.922 2.531 -4.208
47 H 2.688 -4.087 -0.391
48 H -0.324 -0.001 4.886
49 H 0.690 -2.914 2.450
50 H 0.921 3.819 -0.090
51 H -1.706 1.556 1.211
52 H 0.090 -1.678 4.473
53 H -1.373 -1.325 5.392
54 H 3.329 -2.454 -0.200
55 H -0.833 -3.310 0.482
56 H -2.287 1.141 3.734
57 H 0.739 3.680 -3.770
58 H 1.338 2.599 3.357
59 H -2.936 -2.463 3.554
60 H -1.964 3.185 1.800
61 H -0.080 3.637 3.484
62 H -1.586 3.384 -4.222
63 H -4.501 0.592 -2.729
64 H 0.192 -4.377 -0.487
65 H 1.837 3.972 1.410
66 H 5.261 0.128 -2.408
67 H 0.274 4.777 1.244
68 H -1.367 -3.000 2.967
69 H -0.283 -2.819 -1.144
70 H 3.116 -1.494 -5.748
71 H -3.543 -1.999 -0.159
72 H -1.478 2.986 0.129
73 H 1.649 -4.249 1.813

Molecular formula: C25H34F4N6NiO3S
Method: DFT, wB97M-V/def2-TZVPD

Calculated values
gap between HOMO and LUMO (alpha / beta)	8.2 / 7.5	eV
2S+1	3
E_LUMO (alpha / beta)	0.0126 / -0.0138	hartree
highest occupied orbital energy (alpha / beta)	-7.82 / -7.87	eV
expectation value of S²	2.0079
relative energy (zero: lowest compared OMol25 entry of this formula, charge and spin)	0.000	eV

CARTESIAN COORDINATES (ANGSTROEM)
1 Ni -0.309 0.292 0.868
2 S -1.124 -1.189 -1.803
3 F -2.042 -3.054 6.378
4 F -0.897 -4.986 2.250
5 F -0.604 -2.612 1.135
6 F -2.041 -0.610 5.312
7 O -2.526 -1.137 -1.442
8 O -0.400 -2.443 -1.698
9 O -0.346 -0.072 -1.072
10 N 1.681 -0.504 0.887
11 N 3.499 -1.314 2.346
12 N 3.782 0.731 1.062
13 N -1.032 -0.191 2.543
14 N -1.380 2.159 1.078
15 N 3.717 -1.439 -0.103
16 C -1.487 -4.067 4.334
17 C -1.772 -2.907 5.058
18 C -0.277 -1.205 -5.766
19 C 4.056 -2.070 1.199
20 C -1.447 0.996 3.279
21 C 4.324 -0.078 -0.025
22 C -1.018 -0.711 -3.558
23 C -1.035 -2.633 2.432
24 C -1.532 0.497 -3.948
25 C -0.913 3.326 -1.124
26 C -0.442 -1.613 -4.454
27 C -1.298 0.907 -5.261
28 C 2.349 0.831 0.883
29 C 4.025 0.052 2.331
30 C -0.367 0.582 -7.568
31 C -1.125 2.330 2.559
32 C -1.173 -3.878 2.996
33 C -2.884 2.147 0.886
34 C -1.712 -1.639 4.490
35 C -0.638 0.096 -6.178
36 C 2.054 -1.218 2.143
37 C -0.785 3.311 0.379
38 C 2.273 -1.282 -0.230
39 C -1.261 -1.416 3.144
40 C -3.464 2.103 -0.514
41 H 1.605 -2.206 2.113
42 H 1.923 1.435 1.707
43 H -3.645 3.103 -0.970
44 H 1.623 -0.639 2.955
45 H 5.405 -0.162 0.130
46 H -1.861 3.794 -1.485
47 H -3.229 1.224 1.405
48 H -1.761 3.143 2.948
49 H 2.105 1.349 -0.066
50 H 4.155 0.445 -0.980
51 H -0.109 3.966 -1.548
52 H 5.150 -2.131 1.309
53 H 3.574 0.627 3.161
54 H -3.234 3.030 1.441
55 H 0.282 3.290 0.669
56 H -2.520 0.935 3.462
57 H -0.233 1.675 -7.558
58 H -1.211 4.222 0.831
59 H -2.017 1.121 -3.210
60 H 1.829 -2.276 -0.222
61 H -0.901 1.063 4.249
62 H -4.478 1.658 -0.446
63 H -1.679 1.864 -5.626
64 H -0.148 -2.598 -4.106
65 H 0.133 -1.945 -6.475
66 H 5.106 -0.012 2.513
67 H 3.614 -3.071 1.212
68 H 2.059 -0.783 -1.179
69 H -2.913 1.418 -1.166
70 H -1.170 0.356 -8.266
71 H -1.562 -5.043 4.794
72 H -0.066 2.590 2.690
73 H 0.571 0.159 -7.950
74 H -0.829 2.309 -1.564

Molecular formula: C25H34InNS
Method: DFT, wB97M-V/def2-TZVPD

Calculated values
charge	+2
gap between HOMO and LUMO	5.7	eV
E_LUMO	-0.2945	hartree
highest occupied orbital energy	-13.69	eV

CARTESIAN COORDINATES (ANGSTROEM)
1 In 0.758 0.013 -0.798
2 S 0.446 0.156 2.500
3 N -0.461 -0.064 1.068
4 C 0.329 -0.408 -3.647
5 C -1.869 1.317 3.565
6 C -0.492 1.403 3.352
7 C 0.384 0.609 -4.731
8 C -0.836 -0.939 -3.031
9 C 0.244 2.521 3.797
10 C 0.222 2.912 -1.818
11 C 1.624 2.366 -1.405
12 C 0.990 -1.957 -2.054
13 C 1.817 -3.002 -1.392
14 C 2.880 -0.892 -3.501
15 C -2.516 2.358 4.242
16 C 0.013 -1.361 3.314
17 C -0.450 -1.929 -2.090
18 C -1.369 -3.281 3.708
19 C -1.183 -2.047 3.082
20 C 1.451 -1.061 -3.095
21 C 0.831 -3.135 4.719
22 C -1.801 3.477 4.698
23 C 1.039 -1.903 4.111
24 C -0.423 3.541 4.472
25 C 0.401 4.235 -2.540
26 C -1.337 -2.851 -1.346
27 C -2.234 -0.631 -3.399
28 C -0.372 -3.828 4.522
29 H 0.618 0.117 -5.689
30 H -1.419 -3.831 -1.849
31 H 1.380 -3.270 -0.425
32 H 0.123 4.430 4.800
33 H 1.625 -3.576 5.327
34 H -0.569 4.635 -2.781
35 H 3.093 0.150 -3.824
36 H 2.846 -2.644 -1.240
37 H -0.584 1.110 -4.840
38 H -0.507 -4.809 4.984
39 H -2.609 -1.355 -4.141
40 H -2.891 -0.676 -2.522
41 H -2.308 0.369 -3.844
42 H -2.312 4.306 5.186
43 H -0.322 2.208 -2.483
44 H -2.351 -2.437 -1.273
45 H 0.935 4.061 -3.467
46 H -2.457 0.481 3.201
47 H -0.440 2.966 -0.920
48 H 2.213 1.579 -0.842
49 H -0.970 -3.034 -0.323
50 H 0.956 4.988 -1.993
51 H 2.274 2.588 -2.294
52 H -2.302 -3.842 3.536
53 H 1.309 2.571 3.583
54 H -1.932 -1.665 2.385
55 H 3.587 -1.195 -2.700
56 H -3.593 2.321 4.386
57 H 1.172 1.355 -4.537
58 H 1.845 -3.901 -2.034
59 H 3.088 -1.549 -4.374
60 H -1.366 0.409 0.983
61 H 1.982 -1.367 4.179
62 H 1.800 2.891 -0.459

Molecular formula: C25H34IrN6S
Method: DFT, wB97M-V/def2-TZVPD

Calculated values
charge	+2
gap between HOMO and LUMO (alpha / beta)	5.5 / 5.7	eV
2S+1	2
E_LUMO (alpha / beta)	-0.2663 / -0.2634	hartree
highest occupied orbital energy (alpha / beta)	-12.78 / -12.89	eV
expectation value of S²	0.8407

CARTESIAN COORDINATES (ANGSTROEM)
1 Ir 0.535 0.121 -0.472
2 S -0.050 -1.359 -2.172
3 N -1.383 0.768 -0.332
4 N -2.335 -2.376 -2.835
5 N 2.528 0.095 -0.237
6 N 0.976 1.849 -1.192
7 N 0.140 -0.118 1.482
8 N -1.982 -2.220 -0.512
9 C -1.960 0.731 0.866
10 C -3.215 1.354 1.148
11 C -3.974 1.361 2.290
12 C 1.566 -2.616 0.808
13 C -1.625 -2.027 -1.770
14 C 2.714 3.466 -1.623
15 C -2.825 -0.270 3.755
16 C 3.430 -0.961 0.298
17 C 2.927 -2.385 0.169
18 C -2.076 1.456 -1.434
19 C 3.091 1.315 -0.356
20 C 1.120 -0.674 2.433
21 C 3.918 4.138 -1.492
22 C -3.838 0.617 3.465
23 C -3.149 -2.880 0.077
24 C 1.358 -2.189 2.251
25 C 0.045 2.654 -2.019
26 C 4.339 1.621 0.237
27 C -3.650 -3.014 -2.958
28 C -1.144 0.074 1.879
29 C -1.108 1.810 -2.533
30 C 2.257 2.271 -1.048
31 C 4.995 3.856 -0.675
32 C 5.139 2.738 0.138
33 C -1.639 -0.491 3.069
34 H -4.346 -2.617 -2.228
35 H -3.581 -4.096 -2.868
36 H 4.728 0.870 0.905
37 H -1.320 -1.834 0.145
38 H -0.698 0.908 -2.979
39 H -4.849 1.999 2.245
40 H -4.027 -2.768 -3.947
41 H 2.014 3.964 -2.275
42 H 0.560 3.055 -2.889
43 H -1.634 2.337 -3.329
44 H 1.280 -3.660 0.668
45 H 0.800 -0.496 3.457
46 H -2.517 2.376 -1.054
47 H -1.847 -2.216 -3.705
48 H 3.682 -3.030 0.622
49 H -3.443 -3.748 -0.501
50 H 6.029 2.713 0.756
51 H -0.296 3.500 -1.416
52 H 2.871 -2.669 -0.885
53 H -2.896 0.836 -1.814
54 H 3.999 5.041 -2.086
55 H 0.867 -2.033 0.207
56 H 2.020 -0.083 2.294
57 H -0.977 -1.206 3.535
58 H 2.190 -2.481 2.896
59 H 5.803 4.576 -0.666
60 H 4.380 -0.880 -0.234
61 H 3.648 -0.757 1.348
62 H -3.631 1.941 0.346
63 H 0.478 -2.716 2.632
64 H -4.622 0.723 4.202
65 H -2.945 -0.843 4.667
66 H -2.856 -3.225 1.065
67 H -3.990 -2.195 0.179

Molecular formula: C25H34N2O4
Method: DFT, wB97M-V/def2-TZVPD

Calculated values
SMILES string	CC(C)OCCCNC(=O)CCCC(=O)Nc1ccc(OCCc2ccccc2)cc1
gap between HOMO and LUMO	8.5	eV
E_LUMO	0.0264	hartree
highest occupied orbital energy	-7.79	eV
relative energy (zero: lowest compared OMol25 entry of this formula, charge and spin)	0.164	eV

CARTESIAN COORDINATES (ANGSTROEM)
1 O 3.951 2.124 -0.059
2 O 0.176 3.080 0.687
3 O -1.172 0.030 -1.069
4 O 0.734 -2.998 2.960
5 N 1.886 2.356 2.012
6 N 2.523 2.131 -1.808
7 C -4.059 -4.823 -0.821
8 C 1.976 4.592 1.093
9 C 2.414 0.695 -1.947
10 C 0.235 0.541 2.034
11 C -0.123 0.726 -1.708
12 C 0.914 -1.665 2.720
13 C 2.187 -1.163 2.998
14 C 1.249 3.259 1.230
15 C -3.308 -5.774 -0.148
16 C -1.580 -4.145 0.250
17 C -3.010 0.183 -2.681
18 C -0.060 -0.793 2.248
19 C -2.647 2.015 -0.985
20 C 3.353 4.251 -1.011
21 C -2.077 -5.435 0.384
22 C -0.385 -3.640 2.390
23 C 1.515 1.028 2.268
24 C -3.569 -3.537 -0.962
25 C -2.336 -3.198 -0.430
26 C 2.141 4.949 -0.386
27 C -2.489 0.523 -1.280
28 C 2.484 0.162 2.772
29 C 1.190 0.091 -1.258
30 C 3.303 2.733 -0.887
31 C -0.265 -3.760 0.861
32 H -2.068 2.295 -0.108
33 H 4.260 4.586 -0.504
34 H 2.272 6.027 -0.493
35 H 1.932 2.699 -2.393
36 H 1.160 -0.979 -1.473
37 H 2.397 0.462 -3.017
38 H 1.346 5.344 1.575
39 H 3.426 4.523 -2.066
40 H -4.075 0.392 -2.735
41 H -1.316 -3.124 2.657
42 H -0.221 0.658 -2.804
43 H 2.944 4.575 1.593
44 H 3.482 0.530 2.963
45 H 0.055 -2.795 0.462
46 H -0.134 1.780 -1.409
47 H -5.021 -5.087 -1.235
48 H -3.695 2.237 -0.801
49 H -3.684 -6.781 -0.040
50 H -0.528 1.196 1.653
51 H -4.150 -2.793 -1.488
52 H 3.316 0.270 -1.501
53 H -1.948 -2.197 -0.550
54 H -1.059 -1.132 2.024
55 H -2.504 0.779 -3.438
56 H 1.224 4.666 -0.908
57 H -2.312 2.619 -1.826
58 H -2.843 -0.870 -2.897
59 H 2.934 -1.841 3.380
60 H -0.403 -4.630 2.851
61 H 1.277 0.216 -0.180
62 H 2.847 2.559 2.252
63 H -1.493 -6.181 0.905
64 H 0.504 -4.500 0.626
65 H -3.074 -0.044 -0.545

Molecular formula: C25H34N2O5S
Method: DFT, wB97M-V/def2-TZVPD

Calculated values
SMILES string	COc1ccc(CC(=O)N(C)Cc2ccc(C(C)(C)C)cc2)cc1S(=O)(=O)N1CCOCC1
gap between HOMO and LUMO	9.3	eV
E_LUMO	0.0210	hartree
highest occupied orbital energy	-8.69	eV
relative energy (zero: lowest compared OMol25 entry of this formula, charge and spin)	0.498	eV

CARTESIAN COORDINATES (ANGSTROEM)
1 S 3.143 0.827 0.146
2 O -1.878 -4.160 -1.330
3 O 3.725 1.808 -0.732
4 O 2.851 1.223 1.496
5 O 0.450 2.265 -1.164
6 O 6.949 -0.182 0.216
7 N -1.231 -3.358 0.672
8 N 4.135 -0.532 0.224
9 C 0.380 -3.385 -1.184
10 C -3.916 2.384 0.009
11 C -2.872 -0.795 1.815
12 C -3.519 -1.403 -0.395
13 C -3.804 -0.079 -0.677
14 C -0.243 -2.804 1.564
15 C -2.638 3.203 0.240
16 C 1.652 0.166 -0.617
17 C 1.568 -1.221 -0.638
18 C -4.392 2.640 -1.423
19 C 6.196 0.162 1.358
20 C -3.622 0.916 0.276
21 C -3.045 -1.780 0.852
22 C 6.213 0.048 -0.966
23 C -5.017 2.853 0.971
24 C 0.519 -1.889 -1.242
25 C -2.620 -3.205 1.098
26 C -3.158 0.526 1.529
27 C -0.463 -1.126 -1.873
28 C -1.008 -3.690 -0.621
29 C -0.414 0.243 -1.825
30 C 4.917 -0.674 1.438
31 C 1.186 3.139 -0.327
32 C 0.622 0.930 -1.167
33 C 4.916 -0.769 -0.977
34 H 2.172 3.349 -0.742
35 H 5.959 1.113 -1.054
36 H -0.150 -1.719 1.456
37 H 0.596 4.055 -0.291
38 H 0.729 -3.259 1.393
39 H -5.256 3.898 0.786
40 H -2.830 4.255 0.040
41 H 6.841 -0.026 2.218
42 H -2.697 -3.471 2.155
43 H 1.302 2.730 0.678
44 H -1.848 2.862 -0.426
45 H 5.147 -1.839 -1.018
46 H -3.636 2.341 -2.146
47 H -4.580 3.703 -1.557
48 H -5.920 2.262 0.826
49 H -3.663 -2.158 -1.154
50 H -1.188 0.842 -2.278
51 H 4.293 -0.344 2.267
52 H -2.516 -1.061 2.801
53 H -2.286 3.111 1.263
54 H -4.172 0.163 -1.660
55 H -4.708 2.752 2.007
56 H -0.545 -3.027 2.588
57 H -3.220 -3.894 0.501
58 H 6.862 -0.248 -1.792
59 H 2.362 -1.772 -0.162
60 H 5.167 -1.734 1.554
61 H -1.279 -1.620 -2.379
62 H -3.011 1.262 2.306
63 H 5.922 1.227 1.324
64 H 1.177 -3.836 -0.595
65 H 4.304 -0.493 -1.835
66 H 0.406 -3.809 -2.190
67 H -5.316 2.107 -1.631

Molecular formula: C25H34N6O2
Method: DFT, wB97M-V/def2-TZVPD

Calculated values
SMILES string	CCCn1cc(CN2CCC(n3nccc3NC(=O)[C@H](OC)c3ccccc3)CC2)c(C)n1
gap between HOMO and LUMO	8.7	eV
E_LUMO	0.0131	hartree
highest occupied orbital energy	-8.33	eV
relative energy (zero: lowest compared OMol25 entry of this formula, charge and spin)	1.220	eV

CARTESIAN COORDINATES (ANGSTROEM)
1 O 5.375 0.952 -0.482
2 O 2.803 -0.797 -2.124
3 N -2.310 2.555 0.860
4 N 1.949 4.346 0.678
5 N -4.287 -1.330 0.134
6 N 1.803 3.106 0.201
7 N 3.118 1.276 -0.618
8 N -4.702 -0.781 -1.005
9 C -3.887 -0.393 1.015
10 C -2.799 -3.281 0.072
11 C -4.990 1.460 -1.948
12 C 4.267 0.581 -0.788
13 C -4.223 -2.757 0.285
14 C -1.411 1.647 1.541
15 C 0.493 2.502 0.167
16 C 3.971 3.505 0.184
17 C -4.579 0.529 -0.863
18 C 5.025 -3.161 1.434
19 C -1.893 2.767 -0.511
20 C 2.657 -2.815 1.566
21 C 2.621 -1.951 -2.909
22 C -0.007 2.240 1.589
23 C 3.241 4.596 0.669
24 C 3.998 -0.821 -1.365
25 C -3.713 2.179 0.988
26 C 5.086 -2.342 0.321
27 C -4.061 0.839 0.416
28 C 3.930 -1.753 -0.174
29 C 3.811 -3.403 2.056
30 C 2.717 -1.986 0.461
31 C -0.509 3.411 -0.542
32 C -2.738 -4.795 0.224
33 C 3.008 2.559 -0.106
34 H -5.622 2.252 -1.551
35 H -0.200 3.584 -1.574
36 H 5.027 3.401 0.063
37 H -1.867 1.821 -1.084
38 H 3.434 -2.064 -3.634
39 H -3.389 -5.277 -0.501
40 H -2.614 3.435 -0.988
41 H -3.537 -0.653 1.994
42 H 3.765 -4.047 2.921
43 H 3.609 5.545 1.006
44 H 6.031 -2.146 -0.162
45 H -5.540 0.905 -2.703
46 H -3.055 -5.093 1.221
47 H -4.304 2.956 0.497
48 H 5.927 -3.614 1.815
49 H 1.817 -1.527 0.077
50 H -4.576 -3.028 1.285
51 H -2.466 -2.994 -0.927
52 H -4.121 1.920 -2.417
53 H 2.569 -2.853 -2.289
54 H -0.533 4.367 -0.020
55 H 4.854 -1.089 -2.002
56 H -1.781 1.499 2.558
57 H -0.026 3.189 2.124
58 H 1.679 -1.817 -3.439
59 H -2.132 -2.810 0.798
60 H 0.669 1.558 2.109
61 H -1.370 0.659 1.043
62 H 2.283 0.835 -0.980
63 H -3.949 2.191 2.057
64 H -4.895 -3.189 -0.461
65 H 1.709 -2.998 2.050
66 H 0.562 1.550 -0.375
67 H -1.723 -5.151 0.066